Entry 1:
Entry from the Open Molecules 2025 dataset: the molecule C5H10O2 in a non-equilibrium geometry (ωB97M-V/def2-TZVPD).

```
17
C5H10O2 ωB97M-V/def2-TZVPD
O -1.64 0.49 1.76
C -1.83 -0.13 0.74
C -0.93 -1.15 0.07
C 0.51 -1.18 0.44
C 1.23 0.23 0.29
C 0.85 1.16 -0.93
O 1.48 0.60 -2.03
H -2.67 0.14 0.02
H -1.10 -1.07 -0.97
H -1.38 -2.04 0.48
H 1.05 -2.09 0.06
H 0.69 -1.16 1.51
H 2.28 0.10 0.25
H 0.93 0.84 1.13
H 1.21 2.10 -0.80
H -0.23 1.26 -1.33
H 1.44 -0.35 -1.89
```

Values from the calculation:
highest occupied orbital energy = -9.91 eV
maximum force = 4.471 eV/A
E = -9440.345 eV
orbital gap = 10.75 eV
SMILES = O=CCCCCO
ΔE to the lowest compared entry with this formula, charge and spin = 260.3 kJ/mol

Atomic partial charges in e from the Mulliken method, atoms 1 to 8: -0.482, 0.032, -0.531, -0.442, -1.018, -0.404, -0.538, 0.297

***

Entry 2:
Entry from the Open Molecules 2025 dataset: the molecule C5H10O2 (ωB97M-V/def2-TZVPD).

```
17
C5H10O2 ωB97M-V/def2-TZVPD
C -2.23 -0.68 -0.14
C -0.86 -0.10 -0.47
O -1.09 1.24 -0.83
C 0.08 -0.23 0.74
C 1.59 -0.26 0.46
C 2.21 0.91 -0.25
O 1.63 1.79 -0.83
H -2.17 -1.76 0.04
H -2.63 -0.20 0.75
H -2.92 -0.50 -0.97
H -0.43 -0.66 -1.32
H -0.22 1.66 -0.93
H -0.16 0.58 1.43
H -0.15 -1.17 1.27
H 1.85 -1.15 -0.13
H 2.14 -0.39 1.40
H 3.32 0.92 -0.23
```

Values from the calculation:
highest occupied orbital energy = -9.83 eV
maximum force = 0.556 eV/A
E = -9441.842 eV
orbital gap = 10.66 eV
SMILES = C[C@@H](O)CCC=O
ΔE to the lowest compared entry with this formula, charge and spin = 115.9 kJ/mol

Atomic partial charges in e from the Mulliken method, atoms 1 to 8: -1.499, 0.553, -0.588, -0.812, -0.673, 0.117, -0.556, 0.390

***

Entry 3:
Entry from the Open Molecules 2025 dataset: a cluster of 2 separate species, C5H10O2 in total in a non-equilibrium geometry (ωB97M-V/def2-TZVPD).

```
17
C5H10O2 ωB97M-V/def2-TZVPD
C 1.43 0.27 -1.83
C 0.52 0.11 1.52
O 0.17 1.28 1.01
C -1.00 1.29 0.43
C -1.64 -0.04 0.59
C -0.48 -0.94 1.13
O -0.01 -1.90 0.20
H 2.01 1.18 -1.97
H 1.25 -0.22 -2.79
H 1.99 -0.40 -1.18
H 1.56 0.02 1.80
H 0.47 0.55 -1.38
H -1.35 2.24 0.04
H -2.45 0.00 1.33
H -2.06 -0.45 -0.33
H -0.82 -1.54 1.97
H 0.39 -1.43 -0.55
```

Values from the calculation:
highest occupied orbital energy (spin up / spin down) = -7.39 / -7.19 eV
maximum force = 1.213 eV/A
E = -9438.634 eV
orbital gap (spin up / spin down) = 8.24 / 7.92 eV
ΔE to the lowest compared entry with this formula, charge and spin = 425.4 kJ/mol

Atomic partial charges in e from the Mulliken method, atoms 1 to 8: -0.956, -0.503, -0.265, -0.393, -0.430, 0.096, -0.547, 0.294

***

Entry 4:
Entry from the Open Molecules 2025 dataset: a structure of composition C5H10O2 in a non-equilibrium geometry (ωB97M-V/def2-TZVPD).

```
17
C5H10O2 ωB97M-V/def2-TZVPD
C -0.53 1.94 0.93
O -0.71 0.62 0.48
C -0.04 0.40 -0.74
C 1.43 0.07 -0.72
C 0.39 -0.97 -1.01
C -0.20 -2.05 0.50
O -1.56 -2.03 0.54
H -0.95 2.66 0.22
H 0.53 2.16 1.08
H -1.06 2.02 1.88
H -0.43 0.99 -1.56
H 2.06 0.47 -1.51
H 1.93 0.01 0.25
H 0.30 -1.33 -2.05
H 0.38 -2.37 -0.37
H 0.26 -1.46 1.28
H -1.80 -1.13 0.80
```

Values from the calculation:
highest occupied orbital energy = -8.18 eV
maximum force = 2.972 eV/A
E = -9437.296 eV
orbital gap = 9.12 eV
ΔE to the lowest compared entry with this formula, charge and spin = 554.5 kJ/mol

Atomic partial charges in e from the Mulliken method, atoms 1 to 8: -0.815, -0.330, -0.136, -0.637, -0.240, -0.437, -0.482, 0.284

***

Entry 5:
Entry from the Open Molecules 2025 dataset: the molecule C5H10O2 in a non-equilibrium geometry (ωB97M-V/def2-TZVPD).

```
17
C5H10O2 ωB97M-V/def2-TZVPD
C 1.12 1.15 -1.55
C 0.48 0.67 -0.27
O 1.30 -0.31 0.34
C 0.54 -0.86 1.40
C -0.86 -1.10 0.86
C -0.84 -0.04 -0.47
O -1.99 0.75 -0.35
H 0.49 1.90 -2.04
H 2.09 1.60 -1.34
H 1.26 0.31 -2.24
H 0.31 1.51 0.43
H 0.51 -0.15 2.25
H 1.04 -1.77 1.73
H -1.61 -0.99 1.69
H -1.04 -2.10 0.46
H -0.86 -0.68 -1.37
H -1.95 0.12 0.45
```

Values from the calculation:
highest occupied orbital energy = -9.88 eV
maximum force = 4.140 eV/A
E = -9439.907 eV
orbital gap = 10.90 eV
SMILES = C[C@@H]1OCC[C@H]1O
ΔE to the lowest compared entry with this formula, charge and spin = 302.6 kJ/mol

Atomic partial charges in e from the Mulliken method, atoms 1 to 8: -1.443, 0.313, -0.416, -0.368, -0.847, 0.085, -0.616, 0.370

***

Entry 6:
Entry from the Open Molecules 2025 dataset: a cluster of 2 separate species, C5H10O2 in total (ωB97M-V/def2-TZVPD).

```
17
C5H10O2 ωB97M-V/def2-TZVPD
C 0.79 -1.96 -1.17
C -0.05 -0.72 -0.83
O -1.39 -1.06 -0.97
C 0.32 -0.33 0.56
C 0.42 2.11 1.06
C -0.90 1.85 1.33
O -1.52 0.83 0.89
H 1.86 -1.73 -1.16
H 0.58 -2.76 -0.47
H 0.51 -2.29 -2.17
H 0.24 0.10 -1.51
H -1.89 -0.37 -0.50
H -0.18 -0.83 1.38
H 1.37 -0.12 0.72
H 0.78 1.88 0.06
H 0.97 2.89 1.59
H -1.48 2.54 1.96
```

Values from the calculation:
highest occupied orbital energy (spin up / spin down) = -8.20 / -8.19 eV
maximum force = 0.306 eV/A
E = -9437.882 eV
orbital gap (spin up / spin down) = 7.38 / 7.37 eV
ΔE to the lowest compared entry with this formula, charge and spin = 498.0 kJ/mol

Atomic partial charges in e from the Mulliken method, atoms 1 to 8: -1.347, 0.736, -0.563, -0.936, -0.895, 0.243, -0.669, 0.397

***

Entry 7:
Entry from the Open Molecules 2025 dataset: a cluster of 2 separate species, C5H10O2 in total in a non-equilibrium geometry (ωB97M-V/def2-TZVPD).

```
17
C5H10O2 ωB97M-V/def2-TZVPD
C -0.76 2.10 0.29
C -0.66 1.13 -0.60
C -1.17 -0.26 -0.31
C -0.39 -1.36 -1.06
C 0.79 -1.84 -0.24
O 1.54 -2.69 -0.67
H -0.40 3.12 0.18
H -1.33 1.98 1.20
H -0.37 1.26 -1.63
H -2.24 -0.46 -0.49
H -1.05 -0.50 0.74
H -0.07 -0.99 -2.04
H -1.11 -2.17 -1.18
H 0.87 -1.37 0.74
O 2.11 0.31 1.53
H 2.55 0.60 2.34
H 1.69 1.13 1.21
```

Values from the calculation:
highest occupied orbital energy = -9.40 eV
maximum force = 1.533 eV/A
E = -9440.703 eV
orbital gap = 10.12 eV
SMILES = C=CCCC=O.O
ΔE to the lowest compared entry with this formula, charge and spin = 225.8 kJ/mol

Atomic partial charges in e from the Mulliken method, atoms 1 to 8: -1.022, 0.051, -0.497, -0.437, 0.123, -0.496, 0.310, 0.258

***

Entry 8:
Entry from the Open Molecules 2025 dataset: the molecule C5H10O2 in a non-equilibrium geometry (ωB97M-V/def2-TZVPD).

```
17
C5H10O2 ωB97M-V/def2-TZVPD
C 2.35 -0.57 0.75
C 0.89 -0.49 0.46
C 0.34 0.64 -0.20
O 0.14 0.56 -1.62
C -1.25 0.78 0.38
C -1.86 -0.41 -0.08
O -2.47 -0.41 -1.27
H 2.57 -1.13 1.66
H 2.77 0.44 0.85
H 2.92 -1.05 -0.07
H 0.25 -1.30 0.78
H 0.92 1.57 -0.01
H -0.19 1.42 -1.93
H -1.21 0.89 1.46
H -1.65 1.68 -0.10
H -1.91 -1.31 0.52
H -2.62 -1.32 -1.56
```

Values from the calculation:
highest occupied orbital energy (spin up / spin down) = -6.37 / -7.69 eV
maximum force = 3.009 eV/A
E = -9437.903 eV
orbital gap (spin up / spin down) = 6.77 / 8.60 eV
ΔE to the lowest compared entry with this formula, charge and spin = 496.0 kJ/mol

Atomic partial charges in e from the Mulliken method, atoms 1 to 8: -1.142, -0.283, 0.155, -0.491, -0.751, -0.163, -0.449, 0.330

***

Entry 9:
Entry from the Open Molecules 2025 dataset: the molecule C5H10O2 (ωB97M-V/def2-TZVPD).

```
17
C5H10O2 ωB97M-V/def2-TZVPD
O -2.20 -0.50 -0.39
C -1.30 0.18 -1.23
C 0.18 -0.27 -0.93
C 1.11 0.78 -0.28
C 1.14 0.38 1.21
C -0.01 -0.61 1.30
O 0.09 -1.31 0.04
H -1.71 -1.32 -0.17
H -1.43 1.26 -1.08
H -1.56 -0.06 -2.27
H 0.62 -0.68 -1.85
H 0.76 1.80 -0.44
H 2.12 0.72 -0.71
H 1.04 1.23 1.88
H 2.06 -0.16 1.45
H -0.97 -0.08 1.40
H 0.04 -1.38 2.07
```

Values from the calculation:
highest occupied orbital energy = -9.81 eV
maximum force = 0.424 eV/A
E = -9441.288 eV
orbital gap = 10.80 eV
SMILES = OC[C@H]1CCCO1
ΔE to the lowest compared entry with this formula, charge and spin = 169.3 kJ/mol

Atomic partial charges in e from the Mulliken method, atoms 1 to 8: -0.568, -0.669, 0.347, -0.710, -0.489, -0.519, -0.605, 0.338

***

Entry 10:
Entry from the Open Molecules 2025 dataset: the molecule C5H10O2 in a non-equilibrium geometry (ωB97M-V/def2-TZVPD).

```
17
C5H10O2 ωB97M-V/def2-TZVPD
C 2.44 -0.24 0.73
O 1.06 0.04 0.65
C 0.52 -0.31 -0.63
C -0.92 0.13 -0.86
C -2.07 -0.65 -0.28
C -1.65 0.87 0.19
O -1.03 1.47 1.29
H 2.64 -1.32 0.60
H 2.79 0.06 1.73
H 3.01 0.31 -0.03
H 1.16 0.15 -1.40
H 0.57 -1.40 -0.74
H -1.16 0.33 -1.88
H -3.03 -0.63 -0.81
H -1.89 -1.61 0.19
H -2.46 1.54 -0.10
H -0.09 1.23 1.31
```

Values from the calculation:
highest occupied orbital energy = -8.69 eV
maximum force = 2.068 eV/A
E = -9439.690 eV
orbital gap = 9.58 eV
SMILES = COC[C@H]1C[C@H]1O
ΔE to the lowest compared entry with this formula, charge and spin = 323.6 kJ/mol

Atomic partial charges in e from the Mulliken method, atoms 1 to 8: -0.781, -0.359, -0.624, 0.036, -0.899, -0.126, -0.614, 0.279

***

Entry 11:
Entry from the Open Molecules 2025 dataset: the molecule C5H10O2 in a non-equilibrium geometry (ωB97M-V/def2-TZVPD).

```
17
C5H10O2 ωB97M-V/def2-TZVPD
C 1.65 -1.12 -0.56
C 0.73 0.09 -0.40
O 1.47 1.19 -0.78
C 0.05 0.05 1.34
C -0.72 0.42 0.16
C -1.89 -0.40 -0.31
O -0.97 1.80 -0.01
H 2.56 -0.89 0.01
H 1.18 -2.00 -0.13
H 2.00 -1.37 -1.58
H 0.84 1.90 -0.99
H 0.49 0.80 1.99
H -0.17 -0.91 1.81
H -2.82 -0.21 0.24
H -2.04 -0.15 -1.36
H -1.65 -1.47 -0.22
H -0.70 2.27 0.79
```

Values from the calculation:
highest occupied orbital energy = -7.81 eV
maximum force = 2.374 eV/A
E = -9439.818 eV
orbital gap = 8.65 eV
SMILES = C[C@]1(O)C[C@@]1(C)O
ΔE to the lowest compared entry with this formula, charge and spin = 311.1 kJ/mol

Atomic partial charges in e from the Mulliken method, atoms 1 to 8: -1.180, 0.326, -0.542, -1.322, 1.427, -1.370, -0.610, 0.303

***

Entry 12:
Entry from the Open Molecules 2025 dataset: the molecule C5H10O2 in a non-equilibrium geometry (ωB97M-V/def2-TZVPD).

```
17
C5H10O2 ωB97M-V/def2-TZVPD
C -1.59 -1.40 0.62
C -0.79 -0.31 1.27
C 0.63 -0.04 -0.84
C 1.87 0.42 -0.02
O 1.68 1.65 0.65
C -0.64 0.84 -0.66
O -1.03 0.89 0.73
H -1.03 -2.33 0.47
H -2.22 -1.56 1.50
H -2.24 -1.19 -0.24
H 0.81 0.09 -1.91
H 0.50 -1.12 -0.70
H 2.70 0.57 -0.71
H 2.19 -0.36 0.70
H 1.00 1.49 1.32
H -1.47 0.50 -1.29
H -0.37 1.86 -0.90
```

Values from the calculation:
highest occupied orbital energy = -8.37 eV
maximum force = 1.136 eV/A
E = -9437.887 eV
orbital gap = 8.83 eV
ΔE to the lowest compared entry with this formula, charge and spin = 497.4 kJ/mol

Atomic partial charges in e from the Mulliken method, atoms 1 to 8: -0.731, -0.298, -0.407, -0.378, -0.568, -0.670, -0.267, 0.325